# C34H57N3O3SiTi

C34H57N3O3SiTi as an isolated structure in a non-equilibrium geometry (wB97M-V/def2-TZVPD, the OMol25 dataset).

The geometry in XYZ format:
```
99
Properties=species:S:1:pos:R:3:forces:R:3
O 0.93666 -1.39178 -1.71904 -0.4 -0.5 0.7
O 0.89547 -0.19344 -5.27640 -0.1 -0.1 -0.8
C 2.39446 -1.39824 -1.55694 0.2 0.1 -0.1
C 2.94719 -2.72937 -1.09958 0.2 -0.1 0.1
H 2.61590 -0.61070 -0.81641 -0.1 -0.3 -0.3
H 2.80682 -1.07941 -2.52476 0.0 -0.2 0.2
H 2.47537 -3.07683 -0.17257 0.1 0.1 -0.3
H 4.01333 -2.59551 -0.88497 -0.1 0.0 -0.1
H 2.86151 -3.50365 -1.86959 0.1 0.2 0.3
C 0.26807 -2.67389 -1.98487 0.2 0.1 -0.1
C 0.63186 -3.17320 -3.36068 0.0 -0.2 -0.3
H -0.81114 -2.48787 -1.88225 0.3 0.1 0.0
H 0.54872 -3.38290 -1.20304 -0.1 0.1 0.0
H 0.42455 -2.42316 -4.13414 0.0 -0.1 0.2
H 0.05247 -4.07905 -3.58032 0.1 0.2 0.0
H 1.69509 -3.44300 -3.41088 -0.4 0.1 -0.1
C -0.28086 0.28439 -5.97136 0.5 0.2 0.1
C 1.89519 -0.75082 -6.14815 -0.2 0.3 0.2
C -1.45280 -0.62607 -5.70243 -0.2 -0.3 -0.1
H -0.09387 0.34540 -7.05909 0.0 0.1 0.4
H -0.47301 1.30432 -5.60282 0.0 -0.4 -0.1
H -1.27491 -1.61925 -6.13516 -0.1 0.2 0.1
H -2.35860 -0.21676 -6.16292 0.1 -0.1 0.1
H -1.62101 -0.74055 -4.62425 0.0 0.1 -0.2
C 1.40285 -1.90171 -7.00179 0.1 -0.1 -0.1
H 2.69893 -1.08750 -5.48132 -0.2 0.0 -0.2
H 2.29399 0.05216 -6.79541 0.0 -0.2 0.2
H 0.91418 -2.67575 -6.39804 0.1 0.2 -0.1
H 2.26442 -2.35246 -7.50237 -0.1 0.0 0.0
H 0.71314 -1.55462 -7.77687 0.0 -0.2 0.1
H 1.01093 0.26288 -3.08604 0.0 1.5 0.1
N -0.49087 -0.83964 0.91254 0.5 1.7 -2.1
C -0.61900 0.23260 1.90453 -0.2 -1.0 1.1
C -1.89340 0.98936 1.78682 0.4 -0.4 0.7
C -2.37012 1.48548 0.61499 0.0 0.6 -2.1
C -0.61630 -0.30073 3.34090 0.2 0.4 0.4
H 0.31256 -0.79844 3.62683 -0.2 0.2 -0.1
H -1.45146 -0.99735 3.48549 0.2 0.1 -0.1
H -0.77397 0.56946 3.99048 0.2 -0.3 0.0
C -3.60697 2.31644 0.57857 -0.5 0.1 0.5
H -4.30333 1.99566 -0.20137 0.1 0.0 0.0
H -3.37891 3.37592 0.41960 0.0 -0.2 -0.1
H -4.10348 2.22394 1.55152 0.0 0.1 -0.3
N -1.66855 1.27815 -0.52795 -0.6 0.5 1.4
C -0.44458 -2.18393 1.29816 -0.1 -0.9 0.4
C 0.73966 -2.74112 1.84780 -0.7 0.2 -0.2
C 1.95114 -1.90760 2.15664 0.5 0.2 -0.1
C 0.75412 -4.09588 2.15798 -0.2 -0.2 0.0
H 1.66352 -4.52234 2.59072 -0.3 0.0 -0.1
C -0.36925 -4.89308 1.92814 0.1 -0.1 -0.1
H -0.32178 -5.95846 2.14809 -0.1 0.2 0.0
C -1.53862 -4.33642 1.41437 0.2 -0.2 0.1
H -2.42126 -4.95935 1.23235 0.3 0.2 0.2
C -1.60671 -2.97538 1.13487 0.5 0.1 0.1
C -2.91160 -2.37823 0.69159 -0.3 0.1 -0.2
C -1.93192 2.07305 -1.66684 -0.7 0.7 -1.0
C -1.39775 3.38138 -1.75382 -0.1 -0.6 -0.1
C -0.67379 3.96929 -0.58484 0.4 0.3 0.3
C -1.50295 4.05266 -2.97147 -0.2 -0.3 -0.1
H -1.08715 5.06005 -3.05573 -0.1 -0.4 -0.1
C -2.13070 3.43952 -4.06107 -0.2 0.0 0.0
H -2.19307 3.96687 -5.01504 0.0 -0.1 0.3
C -2.73372 2.18416 -3.92738 0.1 0.3 0.0
H -3.29460 1.73542 -4.75220 0.2 0.2 0.2
C -2.65069 1.48880 -2.72447 0.4 0.3 0.3
C -3.29072 0.14646 -2.53676 -0.4 -0.3 0.0
Ti 0.02345 0.18488 -0.70038 0.6 -1.2 1.8
H 2.84164 -2.34316 1.68383 -0.1 0.1 0.2
H 2.16064 -1.89618 3.23751 -0.1 0.0 -0.3
H 1.87239 -0.87064 1.80251 0.0 -0.4 0.1
H -2.79498 -1.32848 0.41487 0.0 -0.1 0.0
H -3.66707 -2.43317 1.48909 0.2 0.0 -0.2
H -3.31712 -2.91999 -0.17438 0.0 0.1 0.2
H -0.19944 4.91862 -0.86044 -0.2 -0.2 0.1
H 0.11532 3.30107 -0.19845 -0.3 0.2 -0.2
H -1.35318 4.16461 0.25589 0.1 0.0 -0.2
H -3.71737 0.03558 -1.53074 0.1 0.0 -0.2
H -2.58757 -0.69031 -2.68433 -0.1 0.2 0.0
H -4.10854 0.02583 -3.25765 0.2 -0.1 0.1
H -2.46106 1.16670 2.69836 0.2 0.1 -0.2
C 0.89996 1.35725 -2.82064 0.1 -0.6 0.0
Si 2.19004 2.44451 -3.75950 0.1 0.2 -0.1
H -0.10563 1.68950 -3.11906 0.4 -0.1 0.1
H 1.07954 1.57857 -1.73288 0.2 0.3 -1.0
C 3.73056 1.39618 -4.01078 -0.1 0.0 0.0
C 2.68126 3.95495 -2.74204 -0.2 -0.2 0.1
C 1.49012 3.12047 -5.37725 0.1 -0.1 -0.3
H 2.01709 4.04862 -5.66519 -0.1 -0.4 0.2
H 0.41857 3.36327 -5.31170 0.3 -0.1 0.1
H 1.62213 2.39544 -6.19632 -0.1 0.3 0.2
H 4.20085 1.19634 -3.03839 0.0 0.1 -0.2
H 4.46852 1.90108 -4.65003 -0.2 -0.1 0.2
H 3.48343 0.43342 -4.47100 0.1 0.2 0.1
H 2.96344 3.66243 -1.72240 0.0 0.1 -0.1
H 1.86418 4.68927 -2.67973 0.2 -0.2 0.0
H 3.54778 4.45052 -3.20743 -0.3 -0.2 0.1
O 0.97848 1.98931 2.52089 -0.6 -0.9 -1.2
C 0.58290 1.26228 1.61870 0.7 0.9 1.6
N 1.04096 1.19303 0.33546 -0.8 -0.5 -0.3
```
Forces are in eV/Å.

Summary:
* molecular weight: 631.8 g/mol
* net charge: +1
* HOMO-LUMO gap (alpha / beta): 0.30668 / 0.21563 hartree
* spin multiplicity: 2
* LUMO (alpha / beta): -2.79 / -5.18 eV
* energy relative to the best compared isomer or geometry (same formula, charge and spin): 2.3 kcal per mole
* energy: -2858.5001 Ha

***

# C4H8O3

A 2-piece molecular cluster, C4H8O3 overall in a non-equilibrium geometry (wB97M-V/def2-TZVPD, the OMol25 dataset).

The geometry in XYZ format:
```
15
Properties=species:S:1:pos:R:3:forces:R:3
O -0.60145 4.23587 -0.36850 0.0 -0.5 0.2
C -0.47693 3.09297 0.00746 -0.2 0.5 -0.1
C 0.79197 2.29755 -0.13612 0.1 0.2 -0.1
C 0.54870 0.89330 -0.64028 0.7 0.1 0.0
C 1.48843 -0.17316 -0.23236 -1.3 2.8 -1.5
O -0.13235 0.06472 0.28443 1.8 -0.3 -0.8
H -1.32251 2.57280 0.51112 0.2 0.1 -0.1
H 1.48675 2.83108 -0.79909 -0.2 0.0 0.1
H 1.24930 2.25209 0.86699 -0.1 -0.1 -0.2
H 0.16696 0.82466 -1.66674 -0.1 0.2 0.2
H 1.78773 -0.82189 -1.06474 -0.7 -0.5 1.0
H 2.29222 0.17444 0.42788 -0.7 -0.6 0.2
O 1.01824 -1.91598 1.01090 -3.5 0.4 0.3
H 0.01917 -1.27954 1.04531 4.6 -2.4 0.3
H 1.61150 -1.79467 1.75698 -0.6 0.2 0.4
```
Forces are in eV/Å.

Summary:
* molecular weight: 104.1 g/mol
* HOMO-LUMO gap: 0.36957 hartree
* spin multiplicity: 1
* LUMO: 0.59 eV
* energy relative to the best compared isomer or geometry (same formula, charge and spin): 118.7 kcal per mole
* energy: -382.7757 Ha
* SMILES: O=CC[C@H]1CO1.O

***

# C8H19AlCl4N

C8H19AlCl4N as an isolated structure in a non-equilibrium geometry (wB97M-V/def2-TZVPD, the OMol25 dataset).

The geometry in XYZ format:
```
33
Properties=species:S:1:pos:R:3:forces:R:3
C -1.74789 1.49588 -0.71943 -0.1 -0.8 0.5
C -2.84472 0.81290 0.14221 0.1 1.0 1.2
Cl -4.33501 1.91627 -0.00150 0.2 -0.3 -0.5
C -2.41493 0.70009 1.66436 -0.3 0.0 -1.0
Cl -3.87510 0.88513 2.78267 0.7 -0.1 -0.1
Al -1.59901 -1.13677 2.14386 0.3 -0.2 -0.2
C -0.79809 -1.88601 0.41489 0.3 0.1 0.0
C 0.74910 -1.61956 0.25150 -1.2 0.0 0.1
C 1.13032 -0.17337 0.66337 1.2 -0.3 -0.9
C 2.67006 0.13372 0.46742 -1.1 0.0 0.3
N 2.93940 1.44998 -0.11772 1.0 -0.5 0.1
H -2.18226 2.14091 -1.49436 0.2 -0.4 0.2
H -1.14643 0.68666 -1.16373 -0.1 0.5 0.0
H -1.10737 2.09336 -0.05281 -0.1 -0.1 -0.4
H -3.12381 -0.17260 -0.25375 -0.2 0.5 0.0
H -1.72398 1.53892 1.87732 -0.6 -0.2 0.1
H -0.42765 -0.89552 3.22971 0.1 0.1 0.2
H -2.66079 -2.15423 2.77591 -0.3 -0.1 -0.1
H -1.00362 -2.97729 0.38920 0.2 0.4 -0.1
H -1.33562 -1.46904 -0.46688 0.3 -0.2 0.3
H 1.28360 -2.38367 0.84438 0.0 0.4 -0.2
H 0.98905 -1.77472 -0.82178 0.3 0.0 0.6
H 0.87120 0.06305 1.70392 -0.3 -0.2 -0.4
H 0.61880 0.52005 -0.03056 0.0 -0.3 0.5
H 3.15477 0.09287 1.45633 0.1 -0.1 -0.5
H 3.11913 -0.65018 -0.17122 0.0 0.3 0.3
H 2.46029 1.59139 -0.99214 -0.3 0.2 0.1
H 2.75826 2.19936 0.52932 -0.3 0.1 -0.1
C 2.05585 -0.20853 -2.95499 0.1 -0.1 0.0
Cl 1.11055 1.26856 -3.19361 0.0 0.1 0.0
Cl 1.14757 -1.64131 -3.44798 0.1 0.0 -0.1
H 2.96013 -0.14542 -3.55101 -0.1 0.0 -0.1
H 2.30819 -0.30089 -1.90289 -0.2 0.0 -0.1
```
Forces are in eV/Å.

Summary:
* molecular weight: 298.0 g/mol
* net charge: -1
* HOMO-LUMO gap: 0.27492 hartree
* spin multiplicity: 1
* LUMO: 2.59 eV
* energy: -2454.1963 Ha

***

# C5H32O12

A 12-piece molecular cluster, C5H32O12 overall in a non-equilibrium geometry (wB97M-V/def2-TZVPD, the OMol25 dataset).

The geometry in XYZ format:
```
49
Properties=species:S:1:pos:R:3:forces:R:3
O -1.67840 -1.96306 -1.00755 0.2 0.6 0.5
C -0.94464 -1.99449 -0.03445 -0.8 -1.6 -0.5
C -0.71660 -0.96520 0.98548 1.2 1.9 -0.1
C 0.01129 -1.37013 2.25606 -0.1 -0.3 0.7
C 1.47721 -1.89572 2.06400 -2.5 -1.1 0.8
C 2.48094 -0.87195 2.45983 1.1 2.0 0.1
H -0.40977 -2.96479 0.11885 0.1 0.4 0.1
H -1.48580 -0.22329 1.20132 -0.9 -0.7 -0.1
H -0.10503 -0.15499 0.51250 0.2 -0.9 -0.2
H -0.62653 -2.02712 2.88601 0.5 -0.1 -0.6
H 0.08720 -0.49616 2.88003 -0.1 0.5 0.2
H 1.45888 -2.30072 1.06556 1.0 0.3 -0.6
H 1.48397 -2.79126 2.69501 0.7 0.1 0.1
H 2.56436 -0.68040 3.55018 -0.8 -0.2 -0.4
H 2.26791 0.13125 1.97671 0.0 -1.0 0.5
H 3.53426 -1.04975 2.25435 0.0 -0.6 -0.6
H -1.65867 -1.09131 -2.78280 0.6 -0.2 -0.1
H -2.08080 0.25872 -3.08245 0.3 0.5 -0.1
O -1.33463 -0.32900 -3.29437 -0.9 -0.5 0.1
H 2.77543 2.08287 -0.39445 0.0 0.0 -0.4
H 2.59756 3.58497 -0.31155 -0.1 0.0 0.1
O 2.09595 2.76967 -0.43329 0.6 0.4 0.2
H 0.84006 2.02710 0.60155 -0.9 0.3 0.2
H -0.69170 2.30972 0.51471 0.2 -0.1 -0.3
O -0.02153 1.86535 1.04532 0.6 0.2 0.7
H -0.07036 3.80841 -1.20046 -0.1 0.9 0.5
H -1.55330 4.52477 -0.97155 0.9 0.5 0.1
O -1.02900 3.77554 -1.25820 -0.8 -1.0 -0.3
H -0.28273 2.13581 -2.27053 -0.3 -0.2 -0.3
H -0.23848 0.56104 -2.34826 -0.7 0.7 0.1
O -0.06193 1.34614 -1.77425 0.7 -0.6 0.2
H 1.98135 -3.54035 -0.74790 0.5 -0.6 0.3
H 1.96486 -4.41901 0.51794 0.1 0.1 -0.2
O 1.81556 -4.44823 -0.43442 -0.5 0.1 0.1
H -0.41903 1.66493 3.00727 -0.2 0.2 -0.2
H -1.16753 2.26798 4.22909 0.1 0.1 -0.1
O -1.02051 1.45587 3.73846 -0.1 -0.2 0.1
H 4.13832 -1.84292 -0.70657 -0.5 0.4 -0.2
H 2.72850 -1.65319 -1.45649 1.1 0.6 0.4
O 3.42557 -2.27686 -1.18455 -0.4 -0.8 -0.2
H 1.72702 0.17670 -2.36886 0.4 0.2 -0.4
H 1.77182 0.56861 -0.99599 0.1 0.0 -0.1
O 2.39083 0.24152 -1.66876 -0.5 -0.3 0.3
H -3.49868 0.94797 -0.98498 -0.2 -0.3 -1.4
H -2.83912 2.13742 -1.05836 0.7 0.7 -1.1
O -3.15062 1.50839 -1.73084 -0.6 -0.5 2.3
H -4.10050 1.23239 1.80863 -0.3 0.5 -0.5
H -3.66676 -0.07073 1.38081 -0.1 -0.2 -0.7
O -4.07743 0.71677 0.98708 0.4 -0.3 1.2
```
Forces are in eV/Å.

Summary:
* molecular weight: 284.3 g/mol
* HOMO-LUMO gap: 0.35009 hartree
* spin multiplicity: 1
* LUMO: -0.22 eV
* energy relative to the best compared isomer or geometry (same formula, charge and spin): 8.0 kcal per mole
* energy: -1112.5285 Ha
* SMILES: CCCCC=O.O.O.O.O.O.O.O.O.O.O.O

***

Question: Which formula does entry 4 have?
Answer: C5H32O12

***

Question: Among the records above, which one has the highest energy?
Answer: C4H8O3